(1)
Molecular formula: C22H61N11O10
Method: DFT, ωB97M-V/def2-TZVPD

Output
Structure (SMILES): COCCNCCOC.COCCNCCOC.COCCNCCOC.NC(N)=O.NC(N)=O.NC(N)=O.NC(N)=O
Energy relative to the best compared isomer or geometry (same formula, charge and spin) in kJ/mol: 191.7

Atoms and positions in Å:
1 C -3.03 -0.27 -0.40
2 O -3.77 0.80 -0.95
3 C -5.09 0.47 -1.29
4 C -5.36 0.53 -2.80
5 N -6.21 -0.57 -3.25
6 C -6.74 -0.50 -4.62
7 C -6.64 -1.85 -5.35
8 O -5.92 -2.84 -4.67
9 C -4.52 -2.78 -4.94
10 H -1.98 0.02 -0.42
11 H -3.09 -1.13 -1.10
12 H -3.37 -0.71 0.54
13 H -5.76 1.25 -0.90
14 H -5.47 -0.42 -0.79
15 H -4.45 0.59 -3.41
16 H -5.96 1.41 -3.05
17 H -5.83 -1.49 -3.04
18 H -6.35 0.35 -5.19
19 H -7.78 -0.20 -4.47
20 H -6.24 -1.69 -6.36
21 H -7.64 -2.23 -5.55
22 H -4.22 -1.74 -5.07
23 H -4.30 -3.38 -5.82
24 H -4.03 -3.19 -4.06
25 C 5.14 -4.26 3.99
26 O 6.54 -4.21 4.19
27 C 7.19 -3.18 3.48
28 C 6.67 -1.75 3.68
29 N 7.05 -0.90 2.54
30 C 5.93 -0.75 1.58
31 C 6.44 -0.13 0.32
32 O 7.43 -0.99 -0.25
33 C 7.93 -0.46 -1.43
34 H 4.75 -5.17 4.43
35 H 4.90 -4.27 2.92
36 H 4.62 -3.40 4.42
37 H 7.25 -3.47 2.42
38 H 8.22 -3.19 3.83
39 H 7.20 -1.36 4.55
40 H 5.60 -1.69 3.84
41 H 7.81 -1.30 1.99
42 H 5.25 -0.05 2.08
43 H 5.53 -1.74 1.35
44 H 6.96 0.82 0.54
45 H 5.66 -0.02 -0.44
46 H 8.23 0.59 -1.35
47 H 7.23 -0.49 -2.28
48 H 8.82 -0.99 -1.76
49 C -6.21 -0.50 2.31
50 O -5.63 0.42 3.19
51 C -4.88 -0.18 4.22
52 C -3.45 -0.51 3.80
53 N -2.79 0.75 3.42
54 C -1.36 0.56 3.23
55 C -0.69 1.85 2.83
56 O -1.08 2.14 1.49
57 C -1.07 3.49 1.08
58 H -6.99 0.03 1.75
59 H -6.69 -1.34 2.82
60 H -5.52 -0.88 1.55
61 H -5.34 -1.15 4.49
62 H -4.84 0.43 5.12
63 H -3.43 -1.23 2.97
64 H -2.97 -0.96 4.66
65 H -3.21 1.03 2.54
66 H -1.09 -0.20 2.48
67 H -0.91 0.24 4.18
68 H 0.40 1.78 2.93
69 H -0.97 2.69 3.47
70 H -2.11 3.84 1.12
71 H -0.58 3.64 0.11
72 H -0.53 4.16 1.75
73 C 2.84 -0.98 3.80
74 O 2.95 -1.68 4.80
75 N 2.82 0.38 3.84
76 N 2.77 -1.48 2.52
77 H 2.87 0.84 4.73
78 H 2.85 0.82 2.94
79 H 2.47 -2.44 2.48
80 H 2.50 -0.81 1.81
81 C 2.18 1.52 0.01
82 O 2.33 0.99 1.12
83 N 0.96 1.53 -0.58
84 N 3.16 2.29 -0.57
85 H 0.77 1.84 -1.52
86 H 0.17 1.30 0.00
87 H 3.03 2.52 -1.54
88 H 4.06 2.12 -0.16
89 C 1.26 4.50 -2.74
90 O 1.11 5.32 -1.88
91 N 2.49 4.25 -3.32
92 N 0.32 3.55 -3.10
93 H 3.19 4.93 -3.10
94 H 2.52 3.73 -4.18
95 H 0.51 2.92 -3.87
96 H -0.61 3.58 -2.75
97 C -1.13 -0.16 -3.93
98 O -0.16 -0.47 -3.26
99 N -1.42 -0.69 -5.15
100 N -1.88 0.94 -3.59
101 H -0.99 -1.59 -5.29
102 H -2.18 -0.43 -5.75
103 H -2.57 1.29 -4.23
104 H -1.79 1.38 -2.69

(2)
Molecular formula: C22H62BN18O21
Method: DFT, ωB97M-V/def2-TZVPD

Output
Total charge: -1

Atoms and positions in Å:
1 O -11.83 14.27 -37.31
2 C -12.40 14.67 -38.31
3 O -12.29 15.86 -38.79
4 B -12.94 15.92 -40.10
5 O -13.81 14.72 -40.18
6 C -13.45 13.93 -39.16
7 O -13.96 12.89 -38.88
8 O -12.04 15.95 -41.24
9 C -12.08 17.12 -41.87
10 O -11.37 17.42 -42.78
11 C -13.21 17.92 -41.21
12 O -13.70 17.19 -40.24
13 O -13.58 19.02 -41.50
14 O -15.49 18.49 -43.70
15 H -16.23 18.69 -43.12
16 H -15.21 17.61 -43.43
17 C -10.83 21.35 -42.06
18 O -9.78 21.78 -42.56
19 N -11.76 20.74 -42.85
20 N -11.20 21.59 -40.79
21 H -12.53 20.25 -42.42
22 H -11.42 20.59 -43.78
23 H -12.06 21.22 -40.43
24 H -10.50 21.86 -40.13
25 C -16.45 10.96 -36.76
26 O -16.78 10.67 -37.90
27 N -17.15 10.53 -35.66
28 N -15.38 11.74 -36.48
29 H -18.12 10.36 -35.86
30 H -16.80 10.63 -34.73
31 H -14.98 12.16 -37.30
32 H -15.11 11.90 -35.53
33 C -12.29 19.95 -37.36
34 O -12.38 20.88 -38.16
35 N -12.28 18.63 -37.69
36 N -12.19 20.18 -36.02
37 H -12.33 18.04 -36.88
38 H -12.67 18.39 -38.58
39 H -12.39 21.13 -35.76
40 H -12.04 19.47 -35.34
41 C -15.88 11.42 -41.67
42 O -17.09 11.46 -41.91
43 N -15.38 10.77 -40.56
44 N -14.92 12.12 -42.30
45 H -14.47 11.05 -40.24
46 H -15.90 10.20 -39.92
47 H -15.27 12.67 -43.07
48 H -14.00 12.33 -41.98
49 C -8.51 15.27 -36.53
50 O -7.36 15.72 -36.60
51 N -9.61 16.04 -36.35
52 N -8.84 14.00 -36.82
53 H -9.61 17.01 -36.09
54 H -10.56 15.70 -36.47
55 H -9.83 13.84 -36.98
56 H -8.13 13.44 -37.25
57 C -11.34 10.94 -34.81
58 O -10.23 11.26 -35.25
59 N -12.49 11.48 -35.26
60 N -11.40 10.17 -33.70
61 H -13.33 11.11 -34.85
62 H -12.49 12.08 -36.08
63 H -10.51 9.96 -33.28
64 H -12.23 9.67 -33.43
65 C -15.74 15.44 -43.09
66 O -15.08 14.54 -43.61
67 N -15.93 15.59 -41.76
68 N -16.27 16.47 -43.83
69 H -15.54 14.89 -41.14
70 H -16.31 16.42 -41.36
71 H -16.84 17.14 -43.35
72 H -16.06 16.49 -44.80
73 C -11.82 12.96 -44.21
74 O -10.66 12.56 -44.24
75 N -12.39 13.55 -43.13
76 N -12.69 12.75 -45.24
77 H -11.86 13.79 -42.31
78 H -13.26 14.06 -43.21
79 H -12.26 12.38 -46.06
80 H -13.64 13.08 -45.25
81 C -7.42 18.36 -44.20
82 O -6.88 17.60 -43.40
83 N -6.84 18.82 -45.35
84 N -8.62 18.92 -43.93
85 H -5.91 18.45 -45.47
86 H -7.19 19.67 -45.76
87 H -9.14 19.55 -44.50
88 H -8.96 18.65 -43.02
89 C -10.32 9.72 -38.51
90 C -11.23 10.38 -39.59
91 C -10.58 11.56 -40.26
92 O -11.61 9.36 -40.49
93 H -10.72 8.82 -38.03
94 H -10.10 10.40 -37.67
95 H -9.45 9.33 -39.04
96 H -12.12 10.59 -38.98
97 H -9.88 11.10 -40.96
98 H -10.06 12.25 -39.59
99 H -11.34 12.17 -40.74
100 H -11.13 8.56 -40.28
101 C -15.79 15.88 -37.97
102 C -15.61 16.85 -36.78
103 C -14.89 18.11 -37.21
104 O -16.92 17.12 -36.26
105 H -16.26 14.96 -37.64
106 H -14.79 15.65 -38.36
107 H -16.37 16.32 -38.78
108 H -15.04 16.40 -35.97
109 H -13.97 17.93 -37.78
110 H -14.61 18.68 -36.33
111 H -15.46 18.63 -37.99
112 H -17.25 17.77 -36.89
113 C -8.27 15.84 -40.75
114 C -8.06 14.58 -41.63
115 C -8.69 14.64 -42.99
116 O -6.67 14.24 -41.71
117 H -7.54 15.89 -39.95
118 H -9.26 15.76 -40.29
119 H -8.35 16.78 -41.30
120 H -8.49 13.72 -41.10
121 H -8.57 13.72 -43.57
122 H -8.25 15.45 -43.58
123 H -9.77 14.78 -42.95
124 H -6.65 13.65 -42.47

no.,LUMO (eV)
1,-0.10
2,1.26